Entry from OMol25: a 2-piece molecular cluster, C32H52B2ClN2O12S overall at a distorted geometry (ωB97M-V/def2-TZVPD).

LUMO level ... -2.82 eV
Charge ... +1
HOMO level ... -11.12 eV
E_tot ... -3170.872023 Ha
Frontier orbital gap ... 8.3 eV

Each line ends with the Mulliken charge.
Cartesian coordinates (Å):
C1 1.63945 -0.67198 4.64656  -1.251
C2 0.94896 -1.07994 3.31044  -0.300
C3 -0.34902 -0.29648 3.01077  -1.700
C4 -0.14108 0.85675 2.00545  0.224
O1 -1.25658 1.73856 1.91462  -0.291
C5 -2.51035 1.19709 2.26287  -0.094
O2 -2.94042 1.43070 3.37031  -0.487
C6 -3.38323 0.42737 1.29759  0.975
C7 -3.09835 -0.78839 0.70765  0.904
C8 -3.98957 -1.42357 -0.12418  -1.361
C9 -5.19991 -0.82884 -0.37780  -0.348
C10 -5.49673 0.40123 0.16382  -1.010
C11 -4.59543 1.01672 0.99127  -0.630
N1 -0.04610 0.20638 0.62991  0.625
C12 1.04649 0.69080 -0.24499  0.115
C13 0.58852 0.39487 -1.71125  -0.875
B1 1.73804 0.63746 -2.78906  0.982
O3 2.54283 -0.39114 -3.24814  -0.661
O4 1.85462 1.91846 -3.26854  -0.608
C14 1.10590 2.22029 -0.09129  -1.520
N2 1.58537 2.62474 1.25556  0.141
B2 3.06757 2.58454 1.16814  0.870
O5 3.75295 3.78354 1.09076  -0.601
O6 3.82264 1.40582 1.20695  -0.443
C15 1.07028 1.78278 2.36304  -0.154
C16 0.54308 2.78451 3.44895  -1.028
C17 1.67092 3.43582 4.28703  -0.745
C18 1.99363 2.77041 5.65951  -0.985
C19 3.33458 2.00072 5.58347  -0.301
S1 4.77096 2.95264 6.10459  1.085
O7 4.42141 4.03160 6.96850  -0.558
O8 5.65068 2.01516 6.72537  -0.574
Cl1 5.67063 3.66592 4.40099  -0.187
O9 1.82394 -1.07095 2.19086  0.183
C20 2.86090 -2.03350 2.25366  -1.067
C21 3.14550 -2.51427 0.82669  0.580
C22 4.41569 -2.80240 0.39351  -0.666
C23 4.58506 -3.20206 -0.92146  -0.560
C24 3.51597 -3.30551 -1.76586  -0.760
C25 2.23263 -3.05232 -1.33065  -0.182
C26 2.06277 -2.65248 -0.02202  -0.123
H1 2.71448 -0.54925 4.51886  0.247
H2 1.42377 -1.43532 5.40001  0.246
H3 1.15389 0.24136 4.99917  0.252
H4 0.65101 -2.12955 3.47305  1.145
H5 -0.73137 0.06791 3.96688  0.641
H6 -1.06588 -1.04376 2.64886  0.157
H7 -2.15269 -1.29426 0.88693  0.044
H8 -3.72918 -2.39258 -0.53516  0.447
H9 -5.90869 -1.35398 -1.01026  0.587
H10 -6.43434 0.91013 -0.03102  0.419
H11 -4.85487 1.98608 1.40717  0.470
H12 0.00853 -0.81089 0.72603  0.402
H13 -0.92239 0.37831 0.12173  0.752
H14 1.99161 0.16633 -0.11500  -0.358
H15 -0.28642 1.03775 -1.89883  0.163
H16 0.24938 -0.65003 -1.77444  0.232
H17 3.45616 -0.31987 -2.94569  0.298
H18 2.75674 2.10545 -3.56013  0.312
H19 1.77413 2.68720 -0.82123  0.801
H20 0.09056 2.62415 -0.21329  0.215
H21 4.12092 3.94310 0.21456  0.296
H22 3.94535 0.98981 0.34911  0.222
H23 1.92130 1.26725 2.81654  0.743
H24 -0.17050 2.29195 4.12201  0.449
H25 0.02263 3.59836 2.94218  0.479
H26 1.32600 4.44967 4.51784  0.496
H27 2.61894 3.55899 3.74698  0.083
H28 1.17300 2.17864 6.07040  0.401
H29 2.15710 3.59951 6.35925  0.636
H30 3.33582 1.05706 6.13146  0.467
H31 3.49717 1.73098 4.53185  -0.104
H32 2.61631 -2.90006 2.88583  0.442
H33 3.79175 -1.61154 2.66001  0.348
H34 5.24902 -2.70801 1.08322  0.453
H35 5.58924 -3.43279 -1.26546  0.423
H36 3.65719 -3.59503 -2.80437  0.422
H37 1.35465 -3.12654 -1.96411  0.478
H38 1.05135 -2.46027 0.32501  0.055
C27 -6.46112 -1.73343 -4.24560  -0.304
O10 -5.18866 -2.09222 -4.73786  -0.208
C28 -5.19859 -2.32440 -6.14076  -0.572
C29 -3.85301 -2.00424 -6.75531  -0.314
O11 -3.60473 -0.61110 -6.90277  -0.461
C30 -3.31020 0.12591 -5.72600  -0.511
C31 -1.93389 -0.15459 -5.15784  -0.458
O12 -1.91299 -1.38628 -4.44612  -0.117
C32 -0.62990 -1.96893 -4.43504  -0.655
H39 -7.17246 -2.55755 -4.36449  0.351
H40 -6.35731 -1.50262 -3.18671  -0.214
H41 -6.83852 -0.84093 -4.75670  0.370
H42 -5.97132 -1.71717 -6.62484  0.363
H43 -5.42573 -3.38578 -6.30145  0.389
H44 -3.85529 -2.40329 -7.77184  0.409
H45 -3.03916 -2.49720 -6.22160  0.077
H46 -4.09041 0.00094 -4.97326  0.171
H47 -3.32948 1.17354 -6.03571  0.409
H48 -1.65801 0.64433 -4.45415  0.247
H49 -1.20809 -0.17548 -5.97819  0.428
H50 -0.27411 -2.14308 -5.45582  0.458
H51 -0.69923 -2.93178 -3.92852  0.216
H52 0.07768 -1.32996 -3.89542  0.049

Cartesian forces (eV/Å) of the 2 atoms listed first:
C -0.905 0.084 -0.489
C 0.327 -0.918 1.038



Entry from OMol25: C34H31N5O15SSn as an isolated structure at a distorted geometry (ωB97M-V/def2-TZVPD).

LUMO level (spin up / spin down) ... -4.29 / -3.74 eV
HOMO level (spin up / spin down) ... -9.04 / -9.04 eV
E_tot ... -3329.130624 Ha
Frontier orbital gap (spin up / spin down) ... 4.8 / 5.3 eV
Relative energy (zero: lowest compared OMol25 entry of this formula, charge and spin) ... 98.9 kJ/mol

Each line ends with the Mulliken charge.
Cartesian coordinates (Å):
Sn1 0.61281 1.10391 1.10279  1.265
O1 1.43931 4.68070 4.88462  -0.499
C1 1.10737 4.17808 3.69314  0.569
O2 1.85657 3.55743 2.98669  -0.482
C2 -0.30720 4.59079 3.32372  -0.517
O3 -0.95504 3.67116 2.45939  -0.365
C3 -1.95813 2.95502 3.02747  -0.437
C4 -1.38763 1.67864 4.00320  0.800
O4 -2.25877 1.43176 4.81698  -0.505
O5 -0.28284 1.29258 3.67194  -0.559
H1 2.34960 4.42840 5.08510  0.391
H2 -0.20858 5.53127 2.78288  0.401
H3 -0.88636 4.76135 4.22967  0.391
H4 -2.52432 2.43697 2.25365  0.144
H5 -2.58891 3.55783 3.67531  0.521
O6 3.59195 -3.45496 -1.85475  -0.586
C5 2.44308 -3.23359 -2.45870  0.416
O7 2.09882 -3.82032 -3.45790  -0.627
C6 1.55350 -2.19380 -1.87123  0.879
C7 0.29472 -1.92634 -2.36031  -0.969
N1 -0.20221 -0.91043 -1.63946  -0.159
N2 0.65664 -0.50523 -0.70685  0.324
C8 1.71982 -1.27489 -0.81131  -0.428
C9 2.82067 -1.02662 0.17440  0.962
O8 3.85988 -1.68507 0.09490  -0.844
O9 2.57906 -0.09925 1.02248  -0.507
H6 3.74592 -2.82197 -1.10086  0.439
H7 -0.24958 -2.40836 -3.15818  0.671
H8 -1.09263 -0.44289 -1.71397  0.082
O10 -2.71321 1.44402 -0.45866  -0.761
C10 -2.69373 0.54576 0.38185  -0.880
N3 -3.78929 -0.09993 0.90311  0.161
C11 -3.42292 -1.26245 1.70136  2.983
C12 -1.85999 -1.02131 1.75652  -0.353
O11 -1.07749 -1.71219 2.39054  -0.767
N4 -1.55353 0.01529 0.93851  0.770
C13 -3.60291 -2.58195 0.94417  -0.337
C14 -3.49595 -2.61739 -0.44441  -0.076
C15 -3.62402 -3.81545 -1.13446  -1.044
C16 -3.84803 -4.99832 -0.44332  -0.480
C17 -3.93962 -4.97118 0.93944  -0.931
C18 -3.81305 -3.77208 1.63003  -0.284
C19 -4.10249 -1.26023 3.06549  -0.882
C20 -5.47887 -1.03776 3.10419  -0.324
C21 -6.16748 -1.03122 4.30667  -0.871
C22 -5.48637 -1.23261 5.50058  -0.448
C23 -4.11998 -1.46286 5.47203  -1.061
C24 -3.43147 -1.48684 4.26170  0.228
H9 -4.70491 0.02763 0.50922  0.316
H10 -3.31665 -1.70065 -0.99558  0.481
H11 -3.54203 -3.82593 -2.21666  0.420
H12 -3.94738 -5.93394 -0.98091  0.405
H13 -4.10493 -5.89152 1.48880  0.403
H14 -3.88104 -3.76130 2.71064  0.449
H15 -6.02854 -0.88480 2.18158  0.320
H16 -7.24022 -0.87598 4.31087  0.395
H17 -6.01957 -1.20505 6.44401  0.410
H18 -3.57322 -1.61464 6.39731  0.428
H19 -2.36799 -1.68087 4.25056  0.660
C25 0.71529 -0.12042 -6.01320  -1.663
C26 2.01404 0.25730 -5.34834  1.026
C27 3.01061 -0.68757 -5.13153  -0.613
C28 4.19498 -0.34116 -4.49564  -0.307
C29 4.39120 0.97641 -4.11054  0.147
C30 3.42812 1.95078 -4.35440  -0.617
C31 2.23621 1.57793 -4.94951  -0.774
S1 5.93722 1.40658 -3.37556  1.363
O12 6.61302 2.34882 -4.21161  -0.722
O13 6.55924 0.19051 -2.95619  -0.694
N5 5.58983 2.23256 -1.98616  -0.222
C32 4.88417 1.54523 -0.91307  -0.177
C33 4.09280 2.47374 -0.02573  -0.706
C34 2.83516 3.09131 -0.85572  0.549
O14 3.25207 3.99520 -1.59974  -0.417
O15 1.72711 2.61580 -0.63471  -0.514
H20 0.59266 -1.20237 -6.05958  0.360
H21 0.68488 0.26255 -7.03585  0.398
H22 -0.13292 0.31249 -5.47953  0.358
H23 2.86900 -1.71432 -5.45223  0.290
H24 4.96517 -1.07830 -4.29772  0.519
H25 3.61083 2.98452 -4.08544  0.458
H26 1.46395 2.32349 -5.11252  0.409
H27 5.35156 3.20713 -2.13099  0.371
H28 5.61109 1.05308 -0.25425  0.305
H29 4.26153 0.73516 -1.30770  0.022
H30 4.70357 3.31589 0.29495  0.431
H31 3.65702 1.94126 0.81253  0.317

Cartesian forces (eV/Å) of the 2 atoms listed first:
Sn -0.065 -0.751 -0.392
O -0.280 0.075 0.143



Entry from OMol25: a 2-piece molecular cluster, C3H3NO2 overall (ωB97M-V/def2-TZVPD).

LUMO level ... 0.52 eV
HOMO level ... -10.38 eV
E_tot ... -321.300269 Ha
Frontier orbital gap ... 10.9 eV
Relative energy (zero: lowest compared OMol25 entry of this formula, charge and spin) ... 203.1 kJ/mol

Each line ends with the Mulliken charge.
Cartesian coordinates (Å):
O1 -1.12453 -2.18734 0.20196  -0.389
C1 -1.54968 -1.22054 -0.29358  0.820
C2 0.95908 0.13604 0.50084  -0.589
N1 1.38198 1.57948 0.31946  -0.454
C3 0.38665 1.17900 -0.32867  0.154
O2 -1.97135 -0.25480 -0.79188  -0.418
H1 0.59933 -0.12100 1.49934  0.296
H2 1.57475 -0.63305 0.02955  0.257
H3 -0.25622 1.52220 -1.13702  0.323

Cartesian forces (eV/Å) of the 2 atoms listed first:
O -0.437 0.781 -0.437
C 0.124 -0.223 0.103



Entry from OMol25: a 2-piece molecular cluster, C4H14N3O4P overall at a distorted geometry (ωB97M-V/def2-TZVPD).

LUMO level ... 0.40 eV
HOMO level ... -9.03 eV
E_tot ... -967.363985 Ha
Frontier orbital gap ... 9.4 eV
Relative energy (zero: lowest compared OMol25 entry of this formula, charge and spin) ... 167.0 kJ/mol

Each line ends with the Mulliken charge.
Cartesian coordinates (Å):
C1 2.10544 0.62717 -2.23869  -1.224
C2 1.35121 -1.63202 1.80004  -0.450
C3 0.89871 0.77895 -1.26767  0.291
C4 1.28824 -1.72218 0.27961  0.397
N1 0.25857 1.87625 -1.07276  -0.143
N2 1.16833 -0.22808 2.17692  -0.626
N3 -4.50180 2.35862 0.35902  -0.701
O1 -1.25323 0.20855 0.00200  -0.861
O2 -0.28606 -1.30064 -2.06719  -0.583
O3 -0.90782 -2.26513 0.16241  -0.701
O4 2.00781 -2.39122 -0.42468  -0.554
P1 -0.19955 -0.79131 -0.41211  1.067
H1 1.89571 0.45988 -3.26210  0.323
H2 2.75579 1.47159 -2.33112  0.458
H3 2.70663 -0.25784 -1.85249  0.235
H4 2.43002 -2.01728 1.98475  0.356
H5 0.58918 -2.30512 2.14420  0.281
H6 0.24975 -0.15533 1.77210  0.313
H7 0.38116 2.71947 -1.63654  0.234
H8 -0.38832 1.66879 -0.36661  0.280
H9 -1.81039 -2.12131 0.02620  0.253
H10 1.04268 -0.30736 3.17596  0.287
H11 -4.14707 1.80757 -0.42863  0.259
H12 -4.28940 3.31030 0.14595  0.215
H13 -3.91808 2.13092 1.23870  0.258
H14 -0.00087 -2.20583 -1.88466  0.334

Cartesian forces (eV/Å) of the 2 atoms listed first:
C -0.043 -1.085 2.311
C 3.741 -1.043 -1.350



Entry from OMol25: a 4-piece molecular cluster, C2H8N4O2 overall at a distorted geometry (ωB97M-V/def2-TZVPD).

LUMO level ... -0.29 eV
HOMO level ... -9.38 eV
E_tot ... -449.976474 Ha
Frontier orbital gap ... 9.1 eV
Relative energy (zero: lowest compared OMol25 entry of this formula, charge and spin) ... 1599.0 kJ/mol

Each line ends with the Mulliken charge.
Cartesian coordinates (Å):
C1 1.51248 -1.53323 0.49754  -0.404
C2 -0.45556 0.61551 -0.33151  0.211
H1 0.22744 -1.59341 1.56084  0.152
H2 2.75444 -0.54378 1.17264  0.166
H3 1.85976 -2.90276 -0.04613  0.180
H4 -0.09329 -0.96220 -1.76489  0.279
H5 -2.42157 1.12345 -0.31153  0.395
H6 -1.92919 -1.65438 0.72205  0.315
H7 -1.86011 -0.05959 1.61230  0.274
H8 2.02227 1.10533 -0.41580  0.388
N1 -0.09942 -0.78101 -0.66025  -0.195
N2 -1.78442 0.24115 -0.43399  -0.125
N3 -2.18824 -0.59432 0.60753  -0.649
N4 0.07714 1.58243 0.19076  -0.338
O1 1.21065 -0.75935 -0.46305  -0.292
O2 1.42227 1.74133 0.28130  -0.358

Cartesian forces (eV/Å) of the 2 atoms listed first:
C 2.552 -3.300 5.231
C -2.065 -5.903 -1.720



Entry from OMol25: an isolated molecule of C8H6ClFO at a distorted geometry (ωB97M-V/def2-TZVPD).

LUMO level (spin up / spin down) ... -1.03 / -1.02 eV
HOMO level (spin up / spin down) ... -8.00 / -8.00 eV
E_tot ... -943.664277 Ha
Frontier orbital gap (spin up / spin down) ... 7.0 / 7.0 eV
Relative energy (zero: lowest compared OMol25 entry of this formula, charge and spin) ... 101.0 kJ/mol

Each line ends with the Mulliken charge.
Cartesian coordinates (Å):
C1 -2.07600 -0.95440 0.30251  -0.540
C2 -2.43039 0.21490 -0.35148  -0.458
C3 -0.74521 -1.19067 0.59384  -0.534
C4 -1.48372 1.14225 -0.72259  -0.556
C5 0.21351 -0.26872 0.21934  0.211
C6 -0.12061 0.92417 -0.44782  0.501
C7 1.70149 -0.49504 0.41351  0.077
C8 2.51515 0.65580 -0.00269  0.087
O1 0.78520 1.77460 -0.77677  -0.728
F1 2.94185 1.48509 0.91723  -0.167
Cl1 2.21304 -1.93262 -0.56266  -0.185
H1 -2.83102 -1.67552 0.56689  0.373
H2 -3.46895 0.39993 -0.57770  0.363
H3 -0.44022 -2.08593 1.11305  0.379
H4 -1.74957 2.06103 -1.22106  0.402
H5 1.89651 -0.74115 1.46090  0.426
H6 3.07894 0.68628 -0.92449  0.348

Cartesian forces (eV/Å) of the 2 atoms listed first:
C 0.110 -0.318 0.169
C 0.040 0.177 -0.114